No. 1
# C24H49BrFNO6

A 3-piece molecular cluster, C24H49BrFNO6 overall at a distorted geometry (the ωB97M-V functional and the def2-TZVPD basis, the Open Molecules 2025 dataset).

XYZ file:
```
82
Properties=species:S:1:pos:R:3:mulliken_charge:R:1
H 0.47014 -3.23194 -0.54626 0.34
C -2.37605 0.74321 -1.89588 -0.53
H 5.10379 3.59528 -2.66508 0.31
H -1.06733 -9.78893 0.05108 0.34
H -2.87814 -8.64858 2.24114 0.24
C -0.09490 -2.72330 0.32968 -1.00
H 0.15330 3.05051 1.23952 0.48
H 1.44191 2.98504 -1.17657 0.23
C 1.96317 -1.41222 0.74413 0.39
H -0.79943 3.47794 3.14068 0.34
H -1.18153 -2.61213 -0.04833 0.23
C 4.86468 4.93347 -4.31422 -1.09
O 2.52465 -1.69209 1.83203 -0.52
H 5.94069 5.06764 -4.45296 0.40
H -3.77794 2.09757 -0.65994 0.14
H -2.87351 5.65874 2.07692 0.31
H -3.27195 -8.72582 0.52537 0.28
H -0.51394 2.02755 -2.31159 0.11
H 0.51164 0.19628 1.99870 0.49
C 2.63197 2.27928 -5.45144 -1.25
O 3.20505 3.40106 -3.33696 -0.32
Br -0.85114 -3.94572 3.95868 -0.18
H 2.29520 4.35904 -4.93352 0.34
H 0.00285 -3.41246 1.23579 0.29
H -3.36182 5.73376 4.51925 0.26
C -0.22967 -0.48985 1.42909 -0.60
C -0.85286 1.15244 -1.63574 0.57
H -1.61506 -0.39389 3.16756 0.39
H -1.79359 6.83252 4.43968 0.32
C -3.43676 1.93990 -1.74429 -0.85
H -0.33423 -6.02564 1.34465 -0.02
H 1.88430 2.26763 -6.24830 0.40
H 4.97786 2.77145 -4.20530 0.33
C -1.10494 -1.23276 2.54871 -0.58
C -0.46442 1.36456 -0.08281 0.00
H -1.00363 5.82803 2.44281 0.20
C -0.76947 -6.95104 1.73232 0.04
H 3.63396 -0.25550 -0.26439 0.29
O -0.45851 3.89066 -0.56963 -0.47
H 1.31851 3.20767 -4.04458 0.18
H 4.47997 5.76653 -3.71926 0.29
H -2.78672 2.22831 1.23593 0.19
H -2.43348 0.39918 -3.00205 0.40
C -2.24238 5.78094 4.29580 -1.01
C -2.07143 3.11665 1.22377 -0.61
H 1.55296 4.43522 -0.02010 0.28
H -3.07593 2.92768 -2.22949 0.20
H -2.63121 3.96890 0.67151 0.34
F -0.04587 0.00732 -2.09157 -0.41
C -0.68624 2.86713 0.45697 -0.02
C -1.84992 3.69228 2.73748 -0.86
C 2.32089 3.37831 -4.44987 -0.14
H 3.61152 2.42005 -5.91471 0.31
C -0.01000 -7.35979 2.98271 -0.90
O -0.69133 -7.90325 0.68093 -0.42
H -1.98509 -1.85247 2.12747 0.40
H 1.03769 -7.56504 2.74610 0.30
C -1.20772 -9.19729 0.96071 -0.31
H -1.70812 5.06421 5.02400 0.27
H -0.61229 -9.68272 1.73925 0.29
H -0.42691 -8.26347 3.43311 0.28
H -3.04151 -10.22227 1.45705 0.38
H -4.37841 1.64421 -2.35151 0.41
H -0.05232 -6.56378 3.73089 0.21
C 4.58075 3.60988 -3.62522 -0.36
O 0.74108 -1.57343 4.24987 -0.47
H 2.27324 -0.82743 -1.46418 0.15
H 4.39244 4.98804 -5.29762 0.27
N 0.50975 -1.37106 0.48857 0.86
C -0.23014 -2.05842 3.62860 0.32
H 2.63930 1.30233 -4.96049 0.30
H -2.73968 -0.15630 -1.28257 0.08
C 0.95148 3.97744 -0.89021 -0.52
C 2.91171 -1.10503 -0.54016 -0.93
H 1.07926 4.67221 -1.80582 0.20
H -1.81551 -6.72654 1.96333 0.29
H 0.67762 1.16930 -0.02255 0.25
H 3.57840 -2.01416 -0.80075 0.35
H -2.59031 3.24337 3.48866 0.35
C -2.68470 -9.19885 1.31713 -0.99
C -1.99399 5.31848 2.74640 -0.34
O -1.15971 0.34395 0.67192 -0.47
```

highest occupied orbital energy: -9.51 eV
HOMO-LUMO gap: 0.36367 Eh
SMILES: CCCC[C@H](OC)[C@@H](O[C@@H](CC(=O)Br)N(C)C(C)=O)[C@@H](F)CC.CCOCC.CCOCC
lowest unoccupied orbital energy: 0.385 eV



No. 2
# C2HNO3

A 3-piece molecular cluster, C2HNO3 overall at a distorted geometry (the ωB97M-V functional and the def2-TZVPD basis, the Open Molecules 2025 dataset).

XYZ file:
```
7
Properties=species:S:1:pos:R:3:nbo_charge:R:1
H 22.03461 -4.01119 -2.28127 -1.00
C -3.47690 1.66626 0.44319 0.78
N -3.16040 0.74732 -0.35384 -0.37
O -4.43290 1.58833 -0.53261 -0.52
O -3.30171 2.34176 1.40455 -0.68
C -3.30234 -0.94115 0.72936 0.39
O -4.36037 -1.39133 0.59062 -0.61
```

total charge: -2
relative energy (zero: lowest compared OMol25 entry of this formula, charge and spin): 389.9 kJ/mol
highest occupied orbital energy: 1.21 eV
HOMO-LUMO gap: 0.13990 Eh
lowest unoccupied orbital energy: 5.012 eV



No. 3
# C27H33Br4N5O4SSiTi

C27H33Br4N5O4SSiTi as an isolated structure (the ωB97M-V functional and the def2-TZVPD basis, the Open Molecules 2025 dataset).

XYZ file:
```
76
Properties=species:S:1:pos:R:3:mulliken_charge:R:1
C -3.77354 -1.02521 -0.56609 -0.46
H 0.99746 3.43591 -0.91062 -0.15
C 3.87650 3.57507 1.40307 -1.20
H 0.49504 -0.70416 -3.01401 0.44
Br 4.44616 1.93193 -0.92923 -0.34
N 0.60745 3.89386 -1.73141 -0.41
H -1.26117 -0.65954 -2.96041 0.27
C -4.64776 -1.35529 -2.78591 -0.43
C 1.19032 3.31392 -2.94241 -0.97
C -3.78378 0.78953 -2.11768 -0.09
C 3.39287 2.60554 0.60455 0.92
N 1.83194 -2.44056 0.45582 -0.19
H 2.96704 -0.16276 0.24809 -0.43
C 1.47337 -6.58515 0.59039 -0.43
C -3.50385 1.23838 2.03433 -1.47
H -3.56253 1.82123 -2.36942 0.25
H 1.40062 -7.66463 0.62916 0.35
Br 3.77408 5.40943 3.63305 -0.29
H 1.74722 1.42918 -2.10912 -0.36
C -0.31212 1.26397 -2.70969 0.84
C -0.90245 -1.85623 2.53727 0.34
H -0.77545 1.75288 -1.84961 -1.20
H -0.92827 1.52594 -3.57729 0.66
Br 0.46786 4.45851 3.72592 -0.26
H 3.62605 -6.57777 0.60965 0.37
C 0.31475 -5.80940 0.56824 -0.94
N 0.99024 -0.29007 2.65857 -0.52
O -1.09156 -1.20038 1.42818 0.38
C 1.73369 3.69955 2.49812 -0.14
O 0.02235 2.11184 1.71367 -0.17
S 4.18835 -3.56240 0.53602 -0.34
C 2.72264 -5.98179 0.57876 -0.46
H -2.29114 3.80972 0.63422 0.31
H -3.54337 0.20407 2.38447 0.31
C -0.35808 -0.24911 -2.50466 -1.14
C 1.62584 -3.80792 0.49479 -0.46
Ti -0.12689 0.45506 0.83684 -0.17
H -3.52393 -1.43734 0.40660 0.35
H 0.90938 -2.19864 3.60738 0.38
H -1.22362 -1.12203 -0.85775 0.19
O 1.55624 1.02338 0.10637 2.02
H -0.51933 -3.82008 0.53772 0.39
C 1.10351 1.79540 -2.90959 -0.01
C 0.37746 -4.42687 0.52148 -0.10
H -3.76058 3.43527 -0.29052 0.42
C -2.71018 3.16616 -0.14382 -1.45
C 1.27070 2.65961 1.69781 0.00
H 1.89015 -0.61125 2.31316 0.10
H -4.58733 0.36862 -4.06316 0.35
Si -2.51652 1.38019 0.42458 1.45
H -3.01669 1.83320 2.81173 0.31
C 0.27129 -1.34822 3.36825 -0.78
H 0.37912 -1.39178 -0.91450 0.03
H 0.86103 4.87018 -1.64633 0.30
H 2.24218 3.59047 -3.08587 0.41
C -4.35158 -1.85066 -1.52183 -0.70
C -3.47336 0.31703 -0.83847 0.33
N -0.33558 -0.67997 -1.08067 -0.15
C 2.12460 2.07754 0.77242 -1.11
C 2.78524 -4.59847 0.53366 0.52
H -0.13168 -0.96766 4.30690 0.37
C 3.06308 4.09320 2.36788 0.64
H -4.52681 1.60321 1.90981 0.41
H 0.63035 3.69503 -3.80632 0.42
H 4.58951 -0.72735 0.45141 0.32
H 1.50986 1.39917 -3.84744 0.44
H -2.15153 3.38678 -1.05609 0.34
C 3.11250 -2.16296 0.47490 0.24
H -5.09356 -1.99884 -3.53511 0.36
O -1.57104 -2.78986 2.93119 -0.73
C -4.36286 -0.02904 -3.07974 -0.62
H 1.16499 0.52455 3.23907 0.39
H -0.65312 -6.29359 0.60119 0.39
N 3.60146 -0.92666 0.49375 -0.14
Br 6.60212 2.25479 2.35513 -0.94
H -4.56535 -2.88566 -1.28078 0.42
```

total charge: -2
highest occupied orbital energy: -0.60 eV
HOMO-LUMO gap: 0.15727 Eh
lowest unoccupied orbital energy: 3.682 eV



No. 4
# C4H14Si2

A 2-piece molecular cluster, C4H14Si2 overall at a distorted geometry (the ωB97M-V functional and the def2-TZVPD basis, the Open Molecules 2025 dataset).

XYZ file:
```
20
Properties=species:S:1:pos:R:3:nbo_charge:R:1
H 2.99508 -1.69538 0.43855 0.22
H -3.94888 -0.58738 -1.13901 -0.15
H -0.86137 2.25790 -1.06582 0.23
H 1.73109 -1.61829 -0.77327 0.20
H 1.50529 0.89567 -0.69429 0.22
H -1.90922 -1.45526 -1.29470 -0.18
H 3.27822 0.42529 -1.37585 0.22
Si -2.86709 -1.09456 -0.38499 0.36
C 1.28539 -1.20846 1.20756 -0.30
H -2.29392 2.50339 -0.43125 0.23
C 2.19594 -1.11686 -0.00156 -0.48
C 2.47584 0.34768 -0.49517 -0.61
H -2.05834 0.55206 2.10343 -0.17
H 2.84195 0.78954 0.42480 0.20
H 0.93562 -2.15276 1.39866 0.17
C -1.35431 2.24779 -0.15931 -1.02
Si -1.46275 0.45369 0.63628 0.56
H -3.41263 -2.41959 0.09507 -0.11
H 1.48828 -0.48102 2.06782 0.19
H -0.84644 2.88143 0.52810 0.24
```

relative energy (zero: lowest compared OMol25 entry of this formula, charge and spin): 359.4 kJ/mol
highest occupied orbital energy (alpha / beta): -7.52 / -8.14 eV
HOMO-LUMO gap (alpha / beta): 0.29054 / 0.28075 Eh
lowest unoccupied orbital energy (alpha / beta): 0.383 / -0.501 eV



No. 5
# C5H5N2O5S

An isolated ion of composition C5H5N2O5S and charge -1 at a distorted geometry (the ωB97M-V functional and the def2-TZVPD basis, the Open Molecules 2025 dataset).

XYZ file:
```
18
Properties=species:S:1:pos:R:3:nbo_charge:R:1
O 0.80537 0.26789 1.24639 -0.71
H -3.45665 -0.39179 0.76258 0.20
H -1.79961 -0.96932 0.40030 0.24
O 0.99056 -2.20488 1.60514 -0.95
O 2.10271 2.22562 -0.91123 -0.59
C 1.39609 1.21595 -0.82963 0.61
N -0.84295 1.44526 0.21341 -0.53
N 1.65176 0.04908 -1.51593 -0.61
O 2.90962 -1.02586 0.81302 -0.97
C -2.47749 -0.19861 0.10984 -0.70
H -2.71204 -0.08646 -0.90169 0.22
C 0.27123 0.90438 0.13954 0.52
H 2.64465 -0.19985 -1.86598 0.40
C 0.84143 -0.94816 -0.91771 -0.68
S 1.50193 -1.16749 0.68796 2.26
O -2.70649 1.84607 1.52501 -0.60
H 0.94745 -1.93414 -1.31258 0.20
C -2.06755 1.17231 0.75158 0.70
```

total charge: -1
relative energy (zero: lowest compared OMol25 entry of this formula, charge and spin): 0.0 kJ/mol
highest occupied orbital energy: -4.67 eV
HOMO-LUMO gap: 0.29638 Eh
SMILES: CC(=O)/N=C1\O[S@](=O)([O-])=CNC1=O
lowest unoccupied orbital energy: 3.392 eV



No. 6
# C23H57FN3O4P

A 4-piece molecular cluster, C23H57FN3O4P overall (the ωB97M-V functional and the def2-TZVPD basis, the Open Molecules 2025 dataset).

XYZ file:
```
89
Properties=species:S:1:pos:R:3:mulliken_charge:R:1
H 3.01052 -3.34830 1.84559 0.31
C -3.73432 -1.04349 1.84851 0.41
H -1.00380 1.23554 -0.97467 0.30
C 7.48736 -4.03174 0.14532 -0.79
C -7.83149 3.72395 4.05852 -0.80
C 2.31939 -0.21667 -2.61369 -0.79
H -8.50123 2.04088 1.86141 0.41
H 9.53927 -3.51208 -0.17794 0.39
H -5.97868 5.67004 3.12926 0.28
H -3.75403 -2.99341 1.25037 0.23
H -7.51385 0.67770 2.39349 0.22
C 1.35724 -2.64413 0.67392 0.17
C 2.35885 1.88760 -6.89769 -1.24
H 6.60070 -1.55472 1.21973 0.36
H 4.11074 0.93474 -2.89761 0.34
H -5.68155 3.56197 3.99580 0.35
C 8.58139 -3.35781 -0.68123 -0.35
H 5.97181 -4.34757 -1.35822 0.36
H 5.37132 -4.35024 0.28182 0.32
N -4.71901 -0.26872 1.09682 -0.27
H 9.48648 -3.39479 -2.65456 0.38
O -0.17994 1.03929 -0.51305 -0.30
F -0.55324 -1.79196 -0.42529 -0.36
H 4.62747 -2.37365 -0.98607 -0.09
H -9.01089 5.43249 3.53489 0.38
H -7.16075 6.94471 2.86746 0.37
H -3.04803 0.80606 2.69843 0.47
H 8.87472 -4.95854 -2.11520 0.29
O -1.98456 0.38938 0.99725 -0.30
C -2.61325 -0.06817 2.21203 -0.98
C -6.55062 2.95951 3.71773 -0.66
C -6.95395 6.04312 3.44525 -1.19
N -3.14746 -2.18804 1.17202 -0.44
C 6.06809 -3.84202 -0.39352 -0.71
H -8.69604 3.06754 3.92636 0.29
H -1.88136 -0.53705 2.87411 0.41
H 7.54041 -3.66187 1.17277 0.30
P -0.43741 0.75704 1.02805 0.63
C 2.11869 -2.73674 1.99057 -1.24
H 8.42223 -2.27617 -0.70061 0.22
H -2.94305 -1.99636 0.20070 0.20
H 1.97137 -2.17625 -0.09950 -0.23
H -7.81026 3.98135 5.12239 0.40
H 1.10181 -3.64778 0.32387 0.35
H -4.72248 -0.78361 3.61056 0.24
H 6.27560 -1.87479 -1.26928 0.34
C -8.04904 5.00001 3.24698 -0.36
H 4.93990 -2.08716 1.48009 0.17
H -7.35833 1.29988 0.74884 0.34
C 1.22549 1.90916 -4.60910 -0.50
H 0.41657 1.10551 -6.42225 0.40
C -6.41473 2.54242 2.25400 0.25
H 0.46237 1.39088 -4.02132 0.12
H 2.43413 -1.75828 2.34855 0.33
H 0.82984 2.91237 -4.79807 0.44
O -0.05097 1.79582 1.97333 -0.77
H -5.45049 2.05126 2.11662 -0.16
H -5.59846 -0.77279 1.08094 0.26
C 8.67838 -3.88414 -2.10969 -1.20
C 3.19093 0.71743 -3.44693 -0.51
C 1.39656 1.18655 -5.94429 -0.43
H 2.85220 -1.13931 -2.37359 0.23
H 5.26469 -0.58849 0.60748 0.38
C -7.51024 1.58897 1.78995 -1.29
H 3.36430 1.95322 -6.47940 0.29
H 2.02817 0.26077 -1.67724 0.13
H -0.64234 -2.33968 1.48593 0.23
H 7.75702 -3.71029 -2.66767 0.28
H -3.79606 -2.14650 3.56169 0.29
H 2.25795 2.55507 -2.84518 0.37
H 3.21323 2.68979 -4.30146 0.35
H 3.50108 0.21193 -4.36611 0.30
N -4.40847 -1.54672 3.02356 -0.68
H -6.40207 3.42793 1.61200 0.29
H 7.69635 -5.10482 0.20175 0.39
H 2.02043 2.90332 -7.11362 0.30
C 0.07113 -1.87645 0.80344 0.37
H 1.52276 -3.22658 2.76403 0.37
H 1.73342 0.16034 -5.77333 0.25
H -6.50732 2.06288 4.34632 0.33
C 5.61117 -1.61083 0.76384 -1.19
C 5.63073 -2.38646 -0.54970 0.15
C 2.50414 2.04136 -3.77958 -0.81
H -4.40550 -0.12898 0.14420 0.19
H -6.87684 6.33021 4.49618 0.30
H 1.40591 -0.49654 -3.14101 0.30
H 2.43373 1.35224 -7.84500 0.38
O 0.37865 -0.57859 1.29365 -0.10
H -8.13470 4.75700 2.18427 0.23
```

highest occupied orbital energy: -9.48 eV
HOMO-LUMO gap: 0.36701 Eh
SMILES: CC[C@H](F)O[P@@](=O)(O)OCC(N)(N)N.CCCCCC.CCCCCC.CCCCCC
lowest unoccupied orbital energy: 0.507 eV